DFT (ωB97M-V with the def2-TZVPD basis set) results for C38H39N4O2V as an isolated structure.

Geometry as XYZ:
```
84
Properties=species:S:1:pos:R:3:forces:R:3
V -0.180326 0.630500 -0.662996 1.90 0.39 0.99
C -4.590078 2.062575 4.571829 0.10 -0.07 -0.03
C -3.445588 1.641027 3.676194 -0.03 0.00 0.19
C -2.445581 0.790633 4.142264 0.09 -0.11 0.02
C -1.333134 0.343095 3.365519 -0.12 -0.03 0.24
C -0.369723 -0.443370 4.026470 0.13 -0.22 -0.08
N 0.692845 -1.212858 3.607942 -0.27 0.21 -0.18
C 0.876558 -1.977232 2.380060 -0.08 -0.04 0.17
C 0.104677 -3.306296 2.359489 0.03 0.05 -0.03
C -1.407120 -3.153648 2.225615 -0.03 0.09 -0.16
N -1.704492 -2.592527 0.899095 0.89 0.20 1.17
C -2.514695 -3.036178 0.029178 -0.91 -0.54 -0.72
C -2.614925 -2.506078 -1.305334 -0.27 -0.46 0.38
C -3.600115 -2.973903 -2.187905 -0.20 -0.21 0.07
C -3.716860 -2.485076 -3.467988 -0.02 0.07 -0.19
C -4.773350 -2.981742 -4.427023 0.12 0.06 0.05
C -2.812777 -1.479362 -3.851585 -0.23 -0.02 -0.32
C -1.843304 -0.977357 -3.008225 0.39 0.32 -0.13
C -0.961595 0.131062 -3.434341 -0.22 -0.29 0.03
N -0.241250 0.832856 -2.645155 -0.14 0.41 -1.81
C 0.468537 1.993759 -3.236626 -0.28 -0.06 0.33
C 0.199778 3.278302 -2.421460 -0.03 -0.23 0.07
C -1.141857 3.287128 -1.698179 0.14 -0.30 0.24
N -1.105885 2.340831 -0.544308 -1.23 0.81 -0.37
C -2.080785 2.440680 0.331940 0.36 0.11 -0.05
C -2.239979 1.741161 1.562492 -0.23 0.07 -0.01
C -3.340971 2.124408 2.393232 0.16 0.03 -0.23
C -1.274298 0.808171 2.010645 0.30 0.17 -0.50
O -0.300412 0.440715 1.215512 -0.57 -0.02 1.54
C -1.716997 -1.526518 -1.719516 0.49 0.40 -0.35
O -0.755692 -1.126886 -0.927575 -0.83 -0.92 -0.16
H -4.602312 1.486296 5.498165 0.01 0.03 -0.07
H -5.552161 1.922129 4.075238 0.05 0.00 0.01
H -4.510664 3.118819 4.838466 0.02 -0.04 -0.02
H -2.505486 0.434855 5.167454 -0.01 0.02 -0.07
H -0.452501 -0.422264 5.107300 0.00 -0.04 0.00
H 1.242714 -1.560360 4.372607 0.05 -0.01 0.10
H 1.937924 -2.202259 2.299958 0.09 0.00 0.01
H 0.641009 -1.346063 1.530459 0.02 -0.03 0.01
H 0.308532 -3.857766 3.278722 0.01 -0.03 0.01
H 0.475730 -3.915045 1.527937 0.00 0.01 0.06
H -1.793473 -2.475066 2.983937 -0.05 0.10 0.02
H -1.918043 -4.109010 2.326167 -0.05 -0.05 -0.07
H -1.110127 -1.817079 0.574138 0.01 -0.02 0.02
H -3.162078 -3.858702 0.331927 0.02 0.01 -0.12
H -4.287196 -3.742911 -1.841483 0.07 0.07 -0.04
H -5.346977 -3.801540 -3.995200 0.04 0.04 0.01
H -4.323868 -3.339408 -5.355730 -0.01 0.02 0.05
H -5.472274 -2.184258 -4.686945 0.03 -0.02 0.02
H -2.884413 -1.069442 -4.857491 -0.02 -0.03 0.08
H -0.971397 0.374919 -4.496624 -0.10 -0.02 -0.06
H 0.151207 2.125090 -4.270320 -0.08 -0.02 -0.10
H 1.531516 1.770647 -3.231469 0.13 -0.04 0.04
H 0.240696 4.128333 -3.100463 0.03 0.03 -0.04
H 0.987070 3.419607 -1.680581 0.04 0.02 0.02
H -1.948753 3.005555 -2.377867 -0.09 -0.06 -0.03
H -1.357422 4.290119 -1.335081 0.02 0.07 0.08
H -2.854958 3.183602 0.132706 0.06 0.11 0.02
H -4.072633 2.833955 2.014790 0.10 -0.09 -0.02
C 6.382393 -2.165582 -0.389478 -0.03 0.01 -0.01
C 6.025812 -0.971711 0.227090 -0.04 0.02 -0.01
C 4.747519 -0.450975 0.075740 0.08 0.07 0.17
C 3.794603 -1.113943 -0.700707 -0.16 0.08 -0.06
C 4.164339 -2.318578 -1.302591 0.02 -0.08 -0.04
C 5.442998 -2.841469 -1.156532 -0.05 0.05 0.01
C 2.397163 -0.635965 -0.889359 0.26 -0.09 0.10
C 1.850766 0.565126 -0.646617 0.38 0.33 -0.10
C 2.613600 1.791318 -0.292894 -0.13 -0.18 0.08
C 2.319358 2.533815 0.853440 -0.02 0.07 -0.02
C 2.993581 3.718764 1.128410 -0.01 -0.04 -0.02
C 3.965576 4.190958 0.256192 0.00 -0.06 -0.01
C 4.270166 3.456693 -0.885327 -0.02 -0.02 -0.01
C 3.603779 2.268786 -1.151678 0.08 0.16 -0.19
H 7.382340 -2.566469 -0.269414 -0.07 0.03 -0.01
H 6.749906 -0.438748 0.833185 -0.05 -0.03 -0.03
H 4.490668 0.477308 0.574970 0.06 -0.18 -0.04
H 3.432138 -2.851218 -1.902942 0.04 0.01 0.03
H 5.704427 -3.775937 -1.640146 -0.02 0.06 0.02
H 1.739467 -1.427531 -1.246856 -0.01 -0.02 -0.01
H 1.561931 2.170707 1.536343 -0.03 -0.01 0.03
H 2.757926 4.274755 2.029013 0.00 -0.04 -0.05
H 4.488213 5.116389 0.466833 -0.03 -0.05 -0.01
H 5.036313 3.807867 -1.567389 -0.04 -0.02 0.04
H 3.864713 1.684990 -2.029267 -0.02 0.04 0.03
```
Forces are in eV/Å.

The total charge is +1. As for the highest occupied orbital energy (spin up / spin down): -8.1283 / -9.8329 eV. As for the molar mass: 634.7 g mol⁻¹. The calculation puts the energy above the lowest of the compared OMol25 structures with the same formula, charge and spin at 0.454 eV. Its multiplicity is 4. The HOMO-LUMO gap (spin up / spin down) comes out at 4.68 / 6.38 eV.

---

DFT (ωB97M-V with the def2-TZVPD basis set) results for a 5-piece molecular cluster, C38H40B2N2O24PS overall.

Geometry as XYZ:
```
108
Properties=species:S:1:pos:R:3:forces:R:3
C -5.748792 1.724036 1.884725 0.78 -0.16 -0.06
C -5.671668 3.225735 1.833638 -0.69 0.01 0.01
O -6.594606 3.848304 1.387309 -0.55 0.52 -0.08
O -4.602825 3.872459 2.327187 0.35 -0.28 -0.58
C -3.307013 3.473420 1.753680 -0.01 -0.05 1.21
C -2.399265 3.101120 2.928952 1.03 0.41 0.03
C -1.077428 2.399083 2.525735 -0.66 -0.49 -0.17
B -1.292728 1.007467 1.673330 0.23 0.43 -0.48
B -2.600500 0.016767 2.199031 -0.14 0.16 0.36
N -2.759336 -0.271923 3.636870 0.07 0.22 -0.53
O -3.594289 -0.559372 1.389907 0.55 -0.23 -0.12
O -0.103095 0.065716 1.592974 -0.04 -0.94 -0.28
C 0.613262 0.296507 0.434139 -0.03 0.71 0.95
C 1.548032 -0.841704 0.000696 -0.14 -0.04 0.40
S 1.864132 1.624150 0.946229 0.56 0.30 -0.72
C -0.473152 0.780460 -0.586438 -0.51 -0.38 0.33
C 0.144443 1.582834 -1.752243 -0.21 0.29 0.03
P -0.247763 3.362283 -1.776770 0.72 0.93 0.57
O 0.580667 4.238506 -0.935016 0.14 -0.02 0.12
O -0.000005 3.798764 -3.312240 -0.43 -0.50 0.09
O -1.787763 3.635323 -1.465375 -0.16 -0.50 -0.86
C -1.427618 -0.315727 -1.126410 1.92 0.27 0.28
C -1.372588 -1.622588 -0.658078 -1.09 -0.14 -0.80
C -2.308265 -2.508868 -1.202223 0.45 0.65 0.20
C -3.196040 -2.019163 -2.148561 -0.40 -0.82 -0.12
N -3.236207 -0.775022 -2.617281 0.17 0.22 0.18
C -2.345963 0.068820 -2.096260 -0.18 -0.89 0.16
O -1.319190 1.526056 0.235239 -0.27 0.68 -0.68
H -5.248580 1.336522 0.994885 0.00 -0.19 0.09
H -5.228084 1.311375 2.746661 0.04 0.03 -0.02
H -6.777086 1.378897 1.866312 -0.09 0.24 0.00
H -2.936833 4.367153 1.255123 0.11 -0.13 -0.13
H -3.438710 2.679464 1.018227 0.01 -0.11 0.13
H -2.100165 4.048148 3.394918 -0.29 0.06 0.05
H -2.940202 2.568555 3.714861 -0.21 -0.27 -0.31
H -0.574998 3.089530 1.843825 0.22 0.05 0.25
H -0.437732 2.214931 3.397045 -0.09 0.25 0.09
H -3.654713 0.121391 3.914195 -0.08 -0.45 0.29
H -2.039526 0.184043 4.183715 -0.06 0.00 0.07
H -3.711414 -1.466590 1.699317 -0.50 0.15 0.15
H 2.583574 -0.573301 0.209993 0.03 -0.06 -0.10
H 1.462677 -1.069394 -1.060857 -0.06 -0.07 0.03
H 1.335507 -1.721891 0.610763 -0.10 -0.07 -0.18
H 1.180856 2.780907 0.926953 -0.21 -0.23 -0.13
H -0.102970 1.176763 -2.735518 -0.16 -0.06 0.10
H 1.232969 1.525124 -1.673200 0.00 0.28 0.00
H -0.478343 3.218689 -3.924212 0.10 0.10 -0.13
H -2.291470 2.818539 -1.336244 0.06 0.05 0.49
H -0.672170 -1.929183 0.100605 -0.02 0.06 0.02
H -2.339168 -3.547743 -0.899589 -0.10 0.00 -0.02
H -3.932354 -2.712863 -2.551038 0.01 0.16 -0.11
H -2.369371 1.087254 -2.469979 -0.01 -0.03 -0.05
C -1.704367 -0.424401 -5.822356 -0.06 0.30 0.09
C -1.686877 -1.658944 -6.341600 -0.22 0.17 0.17
C -0.427245 -2.260649 -6.901917 0.42 0.07 -0.05
O -0.477769 -3.394301 -7.343506 -0.25 -0.01 0.02
C 0.784658 -1.457333 -6.890755 -0.07 -0.14 -0.05
C 0.763509 -0.222863 -6.370830 0.34 -0.16 -0.14
C -0.491415 0.366856 -5.789469 -0.47 -0.13 0.10
O -0.429700 1.490622 -5.316372 0.26 0.03 -0.06
O 1.837483 0.558887 -6.331386 -0.27 0.13 0.11
O -2.764491 -2.432266 -6.397870 0.23 -0.12 -0.14
H -2.599645 0.021637 -5.410843 -0.02 -0.11 0.07
H 1.680099 -1.893727 -7.309800 0.02 0.02 0.02
H 1.551598 1.389734 -5.904092 0.06 0.02 0.04
H -2.473085 -3.265989 -6.813453 -0.01 -0.03 0.02
C 5.924512 -4.239111 -1.750855 0.04 -0.15 0.04
C 5.151180 -3.198526 -2.093563 0.39 0.00 0.07
C 3.656270 -3.327375 -2.206447 -0.37 -0.28 0.06
O 3.015346 -2.337928 -2.501154 0.25 0.18 -0.16
C 3.056143 -4.625906 -1.958336 -0.06 0.10 -0.03
C 3.829858 -5.664284 -1.618373 -0.38 0.06 -0.13
C 5.319970 -5.530909 -1.480016 0.34 0.27 -0.01
O 5.954572 -6.517035 -1.148199 -0.21 -0.16 0.00
O 3.342511 -6.872821 -1.375260 0.63 -0.33 -1.09
O 5.642012 -1.993669 -2.352428 -0.30 -0.02 -0.05
H 6.998719 -4.158697 -1.663786 0.00 0.03 0.00
H 1.982761 -4.708988 -2.056585 0.00 -0.01 0.03
H 4.114654 -7.427194 -1.149944 0.00 -0.01 0.03
H 4.873291 -1.428905 -2.566760 0.01 0.05 0.04
C 3.033175 -5.362066 2.803841 0.06 0.06 0.10
C 2.342746 -6.234119 2.058227 0.25 0.28 -0.13
C 1.243103 -7.078116 2.639797 -0.22 -0.09 0.35
O 0.648214 -7.836432 1.895310 0.16 0.04 -0.20
C 0.951442 -6.949338 4.056667 -0.04 -0.09 -0.11
C 1.643679 -6.078989 4.803966 -0.30 -0.23 0.09
C 2.727149 -5.215966 4.217422 0.22 0.13 -0.36
O 3.301249 -4.438453 4.955091 -0.10 -0.12 0.23
O 1.426460 -5.915853 6.103905 0.23 0.15 -0.09
O 2.578663 -6.413868 0.758200 -0.57 0.06 1.40
H 3.824488 -4.748299 2.396132 -0.03 0.01 -0.02
H 0.169913 -7.572548 4.467434 -0.01 0.03 0.02
H 2.056220 -5.228020 6.395271 -0.02 0.04 0.01
H 1.941174 -7.092934 0.466224 0.02 0.01 -0.15
C 1.899225 8.083796 2.450281 0.04 0.13 0.20
C 1.099576 7.223055 1.795183 0.39 0.13 -0.33
C -0.025410 6.507220 2.497536 -0.04 -0.03 0.26
O -0.718980 5.769824 1.836124 -0.15 -0.03 -0.19
C -0.210825 6.739935 3.924440 -0.07 -0.06 -0.06
C 0.593476 7.593045 4.566610 -0.28 -0.21 0.10
C 1.695002 8.332524 3.860897 0.23 0.04 -0.45
O 2.372867 9.108937 4.517925 -0.12 -0.04 0.26
O 0.479855 7.853116 5.870986 0.18 0.15 -0.07
O 1.248974 6.949702 0.511008 -0.41 -0.07 0.35
H 2.708445 8.606802 1.960965 -0.01 -0.02 -0.03
H -1.009107 6.205953 4.421070 0.01 0.00 0.01
H 1.181874 8.501722 6.068959 0.02 0.02 -0.02
H 0.566665 6.283697 0.266971 0.21 -0.24 -0.19
```
Forces are in eV/Å.

The total charge is -1. As for the highest occupied orbital energy: -4.6709 eV. As for the molar mass: 993.4 g mol⁻¹. The calculation puts the energy above the lowest of the compared OMol25 structures with the same formula, charge and spin at 0.000 eV. Its multiplicity is 1. The HOMO-LUMO gap comes out at 4.47 eV.